Record 1
DFT (ωB97M-V/def2-TZVPD) results for C5H8N2S in the gas phase.

XYZ file:
```
16
Properties=species:S:1:pos:R:3:lowdin_charge:R:1
C 0.486 2.193 -0.699 -0.04
C -0.279 1.599 0.231 -0.23
C -1.126 0.293 0.055 -0.82
S -2.766 0.209 0.403 0.60
N -0.383 -0.714 -0.405 -0.26
N -0.988 -1.984 -0.651 0.02
C 0.998 -0.969 -0.104 -0.16
C 1.415 -0.703 1.203 0.03
H 0.938 3.264 -0.667 0.09
H 0.676 1.754 -1.780 0.10
H -0.462 2.280 1.186 0.14
H -1.324 -2.342 0.245 0.07
H -1.797 -1.933 -1.444 0.15
H 1.472 -1.541 -0.927 0.12
H 2.434 -1.297 1.493 0.11
H 0.707 -0.109 1.860 0.07
```

- SMILES string = C=CC(=S)N(N)C=C
- DFT total energy (Eh) = -702.8681
- ΔE to the lowest compared entry with this formula, charge and spin (kcal/mol) = 101.6
- LUMO energy (eV) = 0.14
- Kohn-Sham gap (Ha) = 0.3164
- net charge = 0

Record 2
DFT (ωB97M-V/def2-TZVPD) results for a molecular structure, C20H17Cl2GaN2O2S2.

XYZ file:
```
46
Properties=species:S:1:pos:R:3:lowdin_charge:R:1
Ga 2.959 -0.212 -0.645 0.12
S 2.372 -0.019 1.553 0.70
C 2.211 -1.731 1.885 -0.68
C 2.065 -2.108 3.212 -0.13
C 1.439 -3.307 3.557 -0.09
C 1.182 -4.246 2.563 -0.10
C 1.488 -3.969 1.226 -0.12
C 2.023 -2.716 0.873 -0.64
S 2.492 -2.421 -0.811 0.67
H 2.344 -1.371 3.969 0.10
H 1.196 -3.506 4.576 0.09
H 0.629 -5.168 2.888 0.12
H 1.269 -4.712 0.446 0.11
Cl -2.442 -0.831 0.034 0.76
C -2.126 0.472 1.120 -0.58
C -2.479 0.360 2.473 -0.09
C -1.910 1.264 3.389 -0.10
C -1.106 2.304 2.966 -0.13
C -0.903 2.477 1.620 -0.59
Cl 0.123 3.807 1.163 0.72
C -1.443 1.615 0.686 -0.29
N -1.358 2.018 -0.631 0.06
C -2.008 1.513 -1.726 -0.27
C -3.337 1.839 -1.954 -0.03
C -4.007 1.385 -3.096 -0.08
C -3.413 0.408 -3.873 -0.09
C -2.057 0.118 -3.677 -0.06
C -1.289 0.729 -2.732 -0.16
C 0.170 0.341 -2.573 -0.03
C 1.159 1.468 -2.103 -0.46
O 0.872 2.649 -1.912 0.06
O 2.423 0.974 -1.951 -0.14
H -3.190 -0.435 2.760 0.11
H -2.030 1.109 4.461 0.10
H -0.743 3.019 3.700 0.11
H -0.439 2.419 -0.883 0.06
H -3.766 2.566 -1.249 0.13
H -4.976 1.770 -3.317 0.09
H -3.998 -0.083 -4.641 0.10
H -1.575 -0.641 -4.311 0.12
H 0.553 -0.039 -3.503 0.12
H 0.274 -0.464 -1.845 0.09
N 5.060 0.246 -0.883 0.08
H 5.097 1.039 -1.514 0.07
H 5.707 -0.510 -1.260 0.12
H 5.483 0.578 -0.029 0.07
```

- DFT total energy (Eh) = -4673.9811
- LUMO energy (eV) = -0.40
- Kohn-Sham gap (Ha) = 0.2601
- net charge = 0

Record 3
DFT (ωB97M-V/def2-TZVPD) results for 10 unconnected molecules or ions with the total composition C46H61O20PS.

XYZ file:
```
129
Properties=species:S:1:pos:R:3:lowdin_charge:R:1
O -3.087 0.570 2.162 -0.05
C -3.236 0.622 0.823 -0.20
C -4.731 0.742 0.084 0.01
C -4.962 0.079 -1.262 -0.27
P -6.676 0.254 -2.171 0.35
S -7.226 -1.397 -3.063 0.12
C -3.710 -0.773 -1.970 -0.21
O -3.894 -1.935 -2.637 -0.06
C -2.202 -0.088 -1.736 -0.04
C -1.007 -0.085 -2.861 0.00
C 0.459 0.633 -2.506 -0.04
C 0.717 1.296 -1.009 -0.03
C -0.478 1.305 0.153 0.03
C -1.948 0.625 -0.244 -0.02
H -5.623 1.375 0.557 0.12
H -6.422 1.232 -3.237 0.00
H -7.658 0.758 -1.225 -0.01
H -1.171 -0.556 -3.940 0.10
H 1.281 0.648 -3.352 0.09
H 1.777 1.795 -0.782 0.10
H -0.273 1.783 1.221 0.10
O 0.499 4.199 0.464 0.09
C 0.606 4.330 1.673 -0.45
C 0.954 5.604 2.381 -0.08
C 1.326 5.110 3.756 -0.16
C 0.489 3.866 3.897 -0.15
O 0.379 3.334 2.578 -0.01
H 0.074 6.252 2.406 0.14
H 1.793 6.109 1.896 0.13
H 1.146 5.842 4.548 0.13
H 2.390 4.845 3.776 0.12
H -0.517 4.082 4.271 0.14
H 0.960 3.129 4.554 0.12
O -7.669 1.344 -5.659 0.06
C -7.171 0.755 -6.604 -0.46
C -7.293 -0.714 -6.875 -0.09
C -6.199 -0.941 -7.888 -0.16
C -6.115 0.391 -8.587 -0.17
O -6.451 1.359 -7.594 0.04
H -8.282 -0.919 -7.292 0.14
H -7.126 -1.298 -5.967 0.08
H -6.399 -1.772 -8.569 0.12
H -5.255 -1.147 -7.369 0.11
H -6.832 0.474 -9.411 0.14
H -5.110 0.588 -8.970 0.09
O 3.661 3.469 6.720 0.09
C 3.071 2.491 7.148 -0.45
C 3.701 1.172 7.480 -0.09
C 2.503 0.262 7.571 -0.16
C 1.410 1.199 8.015 -0.17
O 1.736 2.461 7.433 0.02
H 4.222 1.256 8.438 0.14
H 4.388 0.854 6.693 0.11
H 2.646 -0.584 8.248 0.12
H 2.268 -0.137 6.576 0.13
H 1.377 1.314 9.103 0.13
H 0.426 0.875 7.663 0.12
O 6.655 1.047 7.389 0.08
C 7.388 1.919 6.953 -0.44
C 6.938 3.141 6.211 -0.09
C 8.225 3.627 5.592 -0.16
C 9.264 3.151 6.574 -0.17
O 8.744 1.936 7.113 0.03
H 6.532 3.863 6.925 0.14
H 6.197 2.890 5.450 0.11
H 8.251 4.707 5.428 0.13
H 8.375 3.134 4.624 0.09
H 9.416 3.860 7.394 0.13
H 10.225 2.957 6.089 0.13
O -3.761 0.156 -10.738 0.10
C -3.080 -0.507 -9.974 -0.44
C -1.898 -1.342 -10.366 -0.08
C -1.708 -2.213 -9.149 -0.16
C -2.227 -1.341 -8.036 -0.16
O -3.266 -0.558 -8.623 -0.01
H -1.039 -0.688 -10.537 0.15
H -2.114 -1.938 -11.256 0.11
H -0.674 -2.534 -8.999 0.13
H -2.332 -3.110 -9.239 0.12
H -1.459 -0.665 -7.645 0.13
H -2.632 -1.932 -7.210 0.13
O 2.155 -1.926 3.167 0.08
C 1.170 -2.411 2.636 -0.46
C 0.008 -1.637 2.088 -0.10
C -1.040 -2.709 1.931 -0.16
C -0.215 -3.944 1.681 -0.17
O 0.991 -3.747 2.417 0.03
H 0.291 -1.200 1.127 0.12
H -0.313 -0.861 2.787 0.13
H -1.760 -2.503 1.135 0.12
H -1.597 -2.819 2.870 0.13
H 0.038 -4.067 0.623 0.13
H -0.718 -4.849 2.033 0.13
O 7.668 3.194 2.398 0.10
C 6.907 2.243 2.466 -0.45
C 5.999 1.776 1.369 -0.08
C 5.049 0.868 2.109 -0.16
C 5.898 0.357 3.243 -0.15
O 6.797 1.421 3.551 0.01
H 6.587 1.231 0.625 0.14
H 5.474 2.616 0.908 0.13
H 4.634 0.070 1.488 0.12
H 4.214 1.457 2.507 0.12
H 6.485 -0.524 2.959 0.13
H 5.298 0.114 4.124 0.13
O -0.432 -3.157 -12.747 0.10
C -1.193 -4.109 -12.680 -0.47
C -2.101 -4.575 -13.777 -0.08
C -3.051 -5.483 -13.037 -0.17
C -2.202 -5.995 -11.903 -0.17
O -1.303 -4.930 -11.595 0.02
H -1.513 -5.120 -14.520 0.14
H -2.626 -3.735 -14.238 0.13
H -3.466 -6.281 -13.658 0.12
H -3.886 -4.895 -12.639 0.12
H -1.615 -6.875 -12.187 0.13
H -2.802 -6.238 -11.021 0.13
O -0.391 -1.714 8.222 0.10
C -0.831 -1.518 9.343 -0.46
C -0.688 -2.451 10.508 -0.09
C -1.719 -1.916 11.469 -0.17
C -1.766 -0.451 11.123 -0.17
O -1.494 -0.387 9.723 0.02
H 0.325 -2.367 10.910 0.14
H -0.906 -3.481 10.217 0.13
H -1.476 -2.103 12.519 0.12
H -2.691 -2.379 11.260 0.12
H -1.003 0.127 11.654 0.13
H -2.748 -0.015 11.328 0.13
```

- SMILES string = O=C1C=C([PH2]=S)C(=O)c2ccccc21.O=C1CCCO1.O=C1CCCO1.O=C1CCCO1.O=C1CCCO1.O=C1CCCO1.O=C1CCCO1.O=C1CCCO1.O=C1CCCO1.O=C1CCCO1
- DFT total energy (Eh) = -4033.3882
- ΔE to the lowest compared entry with this formula, charge and spin (kcal/mol) = 311.3
- LUMO energy (eV) = -1.88
- Kohn-Sham gap (Ha) = 0.2440
- net charge = 0

Record 4
DFT (ωB97M-V/def2-TZVPD) results for a gas-phase ion, C5H10N (charge +1).

XYZ file:
```
16
Properties=species:S:1:pos:R:3:lowdin_charge:R:1
C 1.675 1.370 0.500 -0.01
C 0.944 0.204 0.803 0.01
C 0.430 -0.973 0.995 0.06
N -0.369 -0.462 -0.101 -0.21
C -1.745 0.009 0.313 0.01
C -0.160 -1.003 -1.448 0.02
H 1.274 2.216 0.008 0.09
H 2.481 1.087 -0.152 0.10
H 2.034 1.896 1.519 0.18
H 0.299 -1.647 1.762 0.12
H -2.188 0.528 -0.523 0.09
H -2.424 -0.793 0.464 0.09
H -1.912 0.668 1.173 0.11
H -0.970 -0.661 -2.098 0.10
H 0.729 -0.384 -1.802 0.13
H -0.099 -2.055 -1.411 0.09
```

- SMILES string = CC1=C[N+]1(C)C
- DFT total energy (Eh) = -250.8726
- ΔE to the lowest compared entry with this formula, charge and spin (kcal/mol) = 83.2
- LUMO energy (eV) = -3.57
- Kohn-Sham gap (Ha) = 0.4294
- net charge = +1